(1)
The following is a quantum chemistry calculation of a molecular structure, C22H37CeNO4P2S in a non-equilibrium geometry, from OMol25.

The calculation puts the HOMO energy (spin up / spin down) at -6.6 / -6.6 eV. The value obtained for the orbital gap (spin up / spin down) is 6.4 / 6.4 eV. The calculation puts the LUMO energy (spin up / spin down) at -0.2 / -0.2 eV. The total energy is -75435.13465 eV.

Each line ends with the Mulliken charge.
Cartesian coordinates (Å):
Ce: 0.00 -0.39 -1.07  0.2880
P: 2.56 -0.42 -2.59  1.0402
P: -2.64 0.63 -0.42  0.9910
N: -0.70 0.02 -3.02  -0.3034
H: 0.52 -2.20 -1.36  -0.1149
C: 3.25 -2.11 -2.74  -1.3169
H: 4.24 -2.11 -3.22  0.4134
H: 2.54 -2.72 -3.31  0.3191
H: 3.32 -2.56 -1.74  0.3232
C: 3.98 0.51 -1.90  -1.1929
H: 4.91 0.27 -2.41  0.4068
H: 4.07 0.31 -0.82  0.2140
H: 3.76 1.58 -1.99  0.3392
C: 2.59 0.18 -4.33  -1.0851
H: 3.60 0.07 -4.78  0.4086
H: 2.28 1.23 -4.34  0.3381
H: 1.84 -0.38 -4.91  0.3189
C: -3.75 -0.67 0.19  -1.0933
H: -4.72 -0.26 0.49  0.3892
H: -3.32 -1.20 1.06  0.2705
H: -3.86 -1.43 -0.60  0.2971
C: -2.38 1.80 0.98  -0.3286
H: -3.30 1.99 1.55  0.4300
H: -2.02 2.74 0.54  0.3750
H: -1.60 1.43 1.66  -0.4534
C: -3.65 1.56 -1.61  -1.1249
H: -4.63 1.85 -1.19  0.4124
H: -3.75 0.91 -2.49  0.3079
H: -3.05 2.45 -1.88  0.3113
C: -1.15 0.23 -4.28  -0.2154
C: -2.05 -0.69 -6.38  -0.5620
C: -1.55 -0.87 -5.10  -0.2728
C: -1.26 1.53 -4.87  -0.0244
C: -1.76 1.71 -6.16  -0.5399
C: -2.17 0.60 -6.92  -0.2657
H: -2.36 -1.56 -6.97  0.3430
H: -1.44 -1.87 -4.66  0.3836
H: -0.93 2.39 -4.27  0.3562
H: -1.85 2.71 -6.58  0.3357
H: -2.58 0.75 -7.93  0.3290
C: 2.23 0.00 1.22  1.2578
O: 1.65 0.71 0.34  -0.6130
C: 2.65 -1.42 0.97  -0.9765
H: 2.74 -1.93 1.95  0.3998
H: 3.64 -1.51 0.47  0.4433
H: 1.87 -1.98 0.41  0.2126
C: 2.48 0.47 2.62  -1.6415
H: 2.07 -0.30 3.28  0.2778
H: 2.00 1.42 2.82  0.3606
H: 3.56 0.52 2.85  0.4097
C: 0.20 1.18 7.75  -1.5280
C: -0.11 0.51 6.45  0.9630
C: -0.13 -0.88 6.41  -0.6287
C: -0.39 -1.55 5.22  -0.8864
C: -0.61 -0.84 4.02  0.4600
C: -0.61 0.55 4.07  0.0128
C: -0.38 1.20 5.28  -1.0959
S: -0.78 -1.77 2.48  1.1862
O: 0.24 -2.80 2.64  -0.7365
O: -2.17 -2.16 2.44  -0.8121
O: -0.48 -0.88 1.28  -0.3289
H: -0.56 0.89 8.49  0.3446
H: 1.18 0.86 8.13  0.3336
H: 0.20 2.28 7.66  0.3465
H: 0.09 -1.38 7.34  0.4147
H: -0.43 -2.64 5.26  0.4156
H: -0.76 1.15 3.17  0.0727
H: -0.38 2.28 5.33  0.2883

---

(2)
The following is a quantum chemistry calculation of 11 unconnected molecules or ions with the total composition C22H37Cl8N7 in a non-equilibrium geometry, from OMol25.

The calculation puts the HOMO energy at -11.2 eV. The value obtained for the orbital gap is 11.3 eV. The SMILES is ClCCCl.ClCCCl.ClCCCl.ClCCCl.CC#N.CC#N.CC#N.CC#N.CC#N.CC#N.CC#N. The calculation puts the LUMO energy at 0.2 eV. The total energy is -134022.30977 eV. The value obtained for the energy above the lowest of the compared OMol25 structures with the same formula, charge and spin is 31.0 kJ/mol.

Each line ends with the Mulliken charge.
Cartesian coordinates (Å):
C: -2.40 1.86 0.05  0.6968
C: -3.57 2.51 0.66  -0.1033
N: -4.48 3.06 1.22  -0.5178
H: -1.66 1.89 0.85  -0.1651
H: -2.22 2.50 -0.82  0.3643
H: -2.64 0.81 -0.12  -0.3129
C: 0.32 -0.94 5.49  -0.2588
C: -0.74 -1.00 6.45  0.2135
N: -1.54 -1.07 7.33  -0.4220
H: 0.72 0.07 5.37  0.2062
H: -0.02 -1.19 4.48  -0.0642
H: 1.13 -1.61 5.77  0.3323
C: 3.52 1.44 2.36  0.0879
C: 4.84 1.57 2.97  0.1089
N: 5.89 1.67 3.44  -0.4444
H: 2.84 0.80 2.92  0.1509
H: 3.70 1.11 1.33  -0.3117
H: 3.00 2.39 2.26  0.3535
C: -0.56 5.39 3.43  -0.8772
C: -0.14 4.31 2.58  0.4783
N: 0.27 3.46 1.87  -0.4363
H: -1.65 5.43 3.31  0.2559
H: -0.07 6.32 3.15  0.2805
H: -0.33 5.38 4.50  0.3079
C: -4.88 -1.74 3.03  -0.8983
C: -3.64 -0.94 3.00  0.3780
N: -2.70 -0.31 3.05  -0.3292
H: -5.65 -0.97 3.03  0.2874
H: -5.00 -2.26 3.98  0.3179
H: -5.02 -2.48 2.25  0.2651
C: -2.18 0.35 -3.67  0.3606
C: -3.07 1.22 -4.40  0.0718
N: -3.82 1.94 -4.88  -0.4351
H: -2.68 -0.46 -3.14  0.0440
H: -1.61 0.89 -2.92  -0.0622
H: -1.45 -0.08 -4.36  0.0139
C: 4.26 -2.51 -0.64  -0.6291
C: 4.29 -2.05 0.74  0.3520
N: 4.27 -1.62 1.82  -0.4062
H: 3.62 -1.82 -1.19  0.0962
H: 3.89 -3.53 -0.58  0.2627
H: 5.26 -2.61 -1.06  0.3698
Cl: 0.84 -2.31 1.51  -0.2127
C: 0.06 -0.68 1.32  0.2957
C: 0.91 0.17 0.32  -0.2020
Cl: 0.57 -0.34 -1.39  0.1554
H: -0.01 -0.21 2.30  0.3154
H: -0.94 -0.79 0.90  -0.2512
H: 1.96 -0.02 0.52  -0.1623
H: 0.78 1.25 0.36  0.1371
Cl: -3.15 -1.91 -0.60  -0.2275
C: -1.95 -3.10 -1.06  0.1157
C: -2.63 -4.22 -1.94  -0.6145
Cl: -3.21 -3.61 -3.52  -0.1940
H: -1.59 -3.60 -0.16  0.4650
H: -1.06 -2.68 -1.53  -0.3335
H: -3.42 -4.85 -1.52  0.4240
H: -1.90 -4.99 -2.18  0.3455
Cl: 0.52 -3.95 -3.40  -0.1603
C: 0.11 -2.93 -4.81  -0.0769
C: 1.21 -1.88 -4.98  -0.2651
Cl: 2.82 -2.72 -5.43  -0.2112
H: -0.89 -2.53 -4.68  -0.0564
H: -0.01 -3.61 -5.65  0.3991
H: 1.42 -1.35 -4.05  -0.0334
H: 1.01 -1.22 -5.81  0.3882
Cl: 3.99 1.94 -1.43  -0.1130
C: 3.29 2.97 -2.66  -0.4573
C: 1.89 3.29 -2.22  0.0962
Cl: 0.82 3.89 -3.57  -0.2248
H: 3.25 2.51 -3.65  0.3303
H: 3.92 3.86 -2.68  0.3141
H: 1.83 4.05 -1.43  0.3614
H: 1.46 2.40 -1.76  -0.3295

---

(3)
The following is a quantum chemistry calculation of a molecular structure, C22H37ClCoN3O6 in a non-equilibrium geometry, from OMol25.

The calculation puts the HOMO energy (spin up / spin down) at -1.9 / -3.3 eV. The value obtained for the orbital gap (spin up / spin down) is 4.6 / 5.9 eV. The spin multiplicity is 4. As for the net charge: -1. The calculation puts the LUMO energy (spin up / spin down) at 2.7 / 2.6 eV. The total energy is -90319.86338 eV. The value obtained for the energy above the lowest of the compared OMol25 structures with the same formula, charge and spin is 0.0 kJ/mol.

Each line ends with the natural charge from an NBO analysis.
Cartesian coordinates (Å):
O: 0.21 0.24 -1.59  -0.9677
C: -0.40 0.29 -2.82  0.0573
C: -0.04 1.59 -3.56  0.0955
C: 0.70 2.59 -2.94  -0.2552
H: 1.16 2.40 -1.97  0.2491
C: 0.85 3.84 -3.57  -0.2203
H: 1.37 4.64 -3.04  0.1977
C: 0.33 4.04 -4.85  -0.2543
H: 0.43 5.01 -5.34  0.1944
C: -0.33 2.99 -5.52  -0.2389
H: -0.72 3.13 -6.53  0.1954
C: -0.51 1.77 -4.87  -0.2343
H: -1.05 0.94 -5.34  0.2069
H: -0.01 -0.54 -3.44  0.1142
C: -2.38 -1.35 -2.72  -0.6714
C: -1.92 0.06 -2.77  0.0038
H: -3.42 -1.45 -3.05  0.1995
H: -2.33 -1.70 -1.68  0.2540
H: -1.74 -1.98 -3.35  0.1889
C: -2.74 1.12 -2.66  -0.1738
C: -4.15 1.06 -2.21  -0.6452
H: -2.37 2.11 -2.92  0.1947
H: -4.80 1.51 -2.97  0.1822
H: -4.26 1.63 -1.28  0.2301
H: -4.50 0.04 -2.00  0.2122
Co: -0.51 -0.14 0.14  1.3303
Cl: -2.63 -0.40 0.54  -0.7980
C: -0.72 0.46 2.99  0.5663
O: -0.09 -0.30 2.22  -0.6668
N: -0.98 0.19 4.27  -0.4279
C: -0.54 -1.04 4.91  -0.4155
C: -1.91 1.01 5.04  -0.3962
H: -1.13 1.43 2.64  0.1586
H: 0.02 -1.63 4.19  0.2520
H: -1.41 -1.60 5.28  0.1855
H: 0.08 -0.80 5.78  0.1825
H: -2.21 1.87 4.42  0.2215
H: -1.45 1.36 5.97  0.1826
H: -2.81 0.42 5.30  0.1894
H: 4.97 1.81 -1.91  0.1699
H: 4.84 2.12 0.52  0.1603
C: 3.87 1.83 -1.93  -0.3981
C: 3.75 2.01 0.53  -0.4113
N: 3.33 1.33 -0.68  -0.4354
H: 3.51 1.20 -2.75  0.2171
C: 2.77 0.10 -0.63  0.5680
O: 2.39 -0.47 0.40  -0.6524
H: 3.42 1.43 1.39  0.2523
H: 2.68 -0.36 -1.64  0.1143
H: 3.54 2.86 -2.11  0.2026
H: 3.30 3.01 0.56  0.2122
H: -0.02 -5.36 0.58  0.1856
H: 2.08 -5.50 -1.04  0.1866
C: -0.46 -4.81 -0.25  -0.4206
C: 1.56 -4.79 -1.70  -0.3976
N: 0.57 -4.04 -0.94  -0.4191
H: -1.24 -4.14 0.12  0.2650
C: 0.67 -2.72 -0.75  0.5610
O: -0.19 -2.08 -0.09  -0.6810
H: 2.28 -4.09 -2.14  0.2154
H: 1.57 -2.24 -1.19  0.1608
H: -0.87 -5.53 -0.96  0.1878
H: 1.06 -5.36 -2.49  0.1926
C: -1.14 3.96 -0.09  -0.2896
O: -1.13 2.54 -0.35  -0.5715
C: -0.21 1.80 0.30  0.3932
O: 0.73 2.27 0.91  -0.7670
H: -0.19 4.41 -0.39  0.1769
H: -1.35 4.14 0.97  0.1660
H: -1.96 4.35 -0.70  0.1765

---

(4)
The following is a quantum chemistry calculation of a molecular structure, C22H37ClNOsP in a non-equilibrium geometry, from OMol25.

The calculation puts the HOMO energy (spin up / spin down) at -5.1 / -7.7 eV. The value obtained for the orbital gap (spin up / spin down) is 5.6 / 6.3 eV. The spin multiplicity is 5. The calculation puts the LUMO energy (spin up / spin down) at 0.5 / -1.4 eV. The total energy is -49176.09996 eV. The value obtained for the energy above the lowest of the compared OMol25 structures with the same formula, charge and spin is 75.2 kJ/mol.

Each line ends with the natural charge from an NBO analysis.
Cartesian coordinates (Å):
C: 2.23 2.36 -0.57  -0.3748
C: 0.98 1.99 -1.15  -0.2396
C: 0.91 0.58 -1.25  -0.3650
H: 0.25 2.70 -1.49  0.2601
C: 2.13 0.06 -0.73  -0.2760
C: 2.94 1.16 -0.29  -0.3617
H: 3.96 1.14 0.11  0.2430
H: 2.59 3.37 -0.37  0.2546
H: 0.08 0.01 -1.68  0.2706
H: 2.42 -0.99 -0.68  0.2480
Os: 1.21 1.15 0.65  0.9015
Cl: -1.15 1.93 1.24  -0.5905
C: -2.64 -2.03 1.00  -0.3414
C: -1.72 -2.90 0.34  -0.1776
C: -1.59 -2.45 -1.01  -0.1763
H: -1.33 -3.84 0.74  0.2119
C: -2.38 -1.28 -1.16  -0.3494
C: -3.06 -1.04 0.06  -0.0289
H: -3.74 -0.21 0.26  0.2201
H: -2.95 -2.11 2.04  0.2160
H: -0.95 -2.89 -1.76  0.2097
H: -2.39 -0.64 -2.03  0.2178
C: 2.68 0.71 5.42  -0.6187
C: 2.43 0.57 3.90  -0.3822
C: 2.22 1.97 3.28  -0.5979
C: 3.62 -0.14 3.23  -0.6212
P: 0.87 -0.41 3.50  1.8955
N: 0.59 -0.39 1.90  -1.0781
C: 1.10 -2.26 3.78  -0.3661
C: 1.82 -2.56 5.10  -0.6222
C: -0.27 -2.94 3.76  -0.6236
C: 1.91 -2.86 2.60  -0.6201
C: -0.60 0.26 4.47  -0.3630
C: -1.89 -0.17 3.76  -0.6432
C: -0.59 -0.24 5.93  -0.6190
C: -0.58 1.79 4.51  -0.6353
H: 3.65 1.22 5.54  0.2170
H: 2.77 -0.26 5.92  0.2157
H: 1.93 1.32 5.93  0.2146
H: 3.19 2.36 2.93  0.2183
H: 1.48 1.93 2.44  0.1804
H: 1.78 2.69 3.97  0.2243
H: 3.93 -1.03 3.79  0.2075
H: 3.40 -0.40 2.19  0.2345
H: 4.48 0.56 3.23  0.2160
H: 1.32 -2.11 5.97  0.2167
H: 1.82 -3.65 5.26  0.2161
H: 2.87 -2.25 5.10  0.2084
H: -0.80 -2.67 2.83  0.2443
H: -0.13 -4.03 3.75  0.2135
H: -0.89 -2.70 4.63  0.2079
H: 1.47 -2.52 1.65  0.2480
H: 2.97 -2.58 2.63  0.2124
H: 1.84 -3.95 2.64  0.2114
H: -2.07 -1.24 3.80  0.2074
H: -2.74 0.34 4.22  0.2125
H: -1.82 0.16 2.71  0.2758
H: 0.34 0.02 6.45  0.2118
H: -1.41 0.26 6.46  0.2215
H: -0.76 -1.32 6.02  0.2081
H: 0.25 2.19 5.10  0.1954
H: -0.57 2.19 3.48  0.2670
H: -1.51 2.13 4.97  0.2168